No. 1
Below is C28H30IrN5O4S2 as an isolated structure in a non-equilibrium geometry, with properties calculated with the ωB97M-V functional and the def2-TZVPD basis.

CARTESIAN COORDINATES (ANGSTROEM)
Ir 0.211 -0.266 0.729
C -2.403 -0.234 2.359
C -2.510 -1.714 2.092
C -1.237 -2.400 2.433
C -1.256 -3.544 3.217
C -0.087 -4.199 3.541
C 1.109 -3.686 3.064
C 1.077 -2.549 2.295
N -0.074 -1.894 1.971
N -1.749 0.517 1.260
C -2.577 0.520 0.024
C -2.240 -0.620 -0.889
C -3.065 -0.998 -1.929
C -2.671 -2.034 -2.761
C -1.460 -2.670 -2.527
C -0.687 -2.242 -1.471
N -1.072 -1.236 -0.659
C -1.476 1.906 1.736
C -0.279 1.898 2.628
C -0.033 2.870 3.578
C 1.116 2.788 4.347
C 1.978 1.713 4.164
C 1.679 0.784 3.195
N 0.571 0.879 2.429
H -1.842 -0.050 3.275
H -3.403 0.181 2.505
H -2.785 -1.922 1.059
H -3.314 -2.121 2.703
H -2.207 -3.911 3.577
H -0.105 -5.085 4.162
H 2.055 -4.160 3.283
H 1.991 -2.126 1.923
H -2.380 1.447 -0.509
H -3.640 0.511 0.273
H -4.012 -0.494 -2.080
H -3.309 -2.354 -3.575
H -1.115 -3.480 -3.153
H 0.259 -2.713 -1.243
H -2.348 2.318 2.247
H -1.260 2.534 0.883
H -0.735 3.685 3.706
H 1.334 3.547 5.088
H 2.864 1.592 4.773
H 2.313 -0.074 3.020
O 2.897 0.355 -3.503
S 1.465 0.146 -3.499
O 0.966 -1.081 -4.021
N 1.014 0.323 -1.882
C 0.273 1.387 -1.661
O -0.063 1.656 -0.459
C -0.118 2.091 -2.893
C -1.056 3.095 -3.047
C -1.333 3.537 -4.338
C -0.668 3.002 -5.437
C 0.273 1.981 -5.294
C 0.520 1.541 -4.014
H -1.553 3.530 -2.188
H -2.081 4.304 -4.490
H -0.890 3.376 -6.428
H 0.774 1.559 -6.154
C 4.287 -1.446 -1.133
S 2.933 -0.337 -0.863
C 3.704 1.228 -0.610
O 2.268 -0.767 0.435
H 4.938 -1.399 -0.256
H 4.789 -1.106 -2.040
H 3.884 -2.448 -1.277
H 4.361 1.123 0.255
H 2.925 1.968 -0.430
H 4.263 1.470 -1.515

Energy above the lowest of the compared OMol25 structures with the same formula, charge and spin ... 43.47 kJ/mol
Total charge ... +3
Orbital gap (spin up / spin down) ... 9.1523 / 6.0735 eV
Multiplicity ... 2
E_HOMO (spin up / spin down) ... -17.6 / -17.5 eV

Now the natural (NBO) charges, all in e:
1. Ir 1.266
2. C -0.227
3. C -0.468
4. C 0.246
5. C -0.215
6. C -0.084
7. C -0.215
8. C 0.034
9. N -0.432
10. N -0.340
11. C -0.273
12. C 0.188
13. C -0.185
14. C -0.105
15. C -0.204
16. C 0.075
17. N -0.503
18. C -0.272
19. C 0.219
20. C -0.217
21. C -0.086
22. C -0.215
23. C 0.056
24. N -0.472
25. H 0.232
26. H 0.237
27. H 0.245
28. H 0.272
29. H 0.257
30. H 0.264
31. H 0.261
32. H 0.229
33. H 0.257
34. H 0.248
35. H 0.250
36. H 0.263
37. H 0.267
38. H 0.219
39. H 0.245
40. H 0.278
41. H 0.260
42. H 0.265
43. H 0.264
44. H 0.221
45. O -0.924
46. S 2.298
47. O -0.872
48. N -0.792
49. C 0.639
50. O -0.696
51. C -0.099
52. C -0.168
53. C -0.160
54. C -0.129
55. C -0.142
56. C -0.326
57. H 0.239
58. H 0.257
59. H 0.261
60. H 0.267
61. C -0.813
62. S 1.598
63. C -0.830
64. O -0.933
65. H 0.280
66. H 0.302
67. H 0.284
68. H 0.276
69. H 0.272
70. H 0.306

No. 2
Below is one molecule with the formula C28H30N2O6, with properties calculated with the ωB97M-V functional and the def2-TZVPD basis.

CARTESIAN COORDINATES (ANGSTROEM)
C -6.042 -1.154 0.135
N -4.859 -1.392 0.932
C -3.771 -1.928 0.134
C -2.594 -2.259 1.051
N -2.167 -1.052 1.717
C -1.062 -0.342 1.446
O -0.793 0.711 2.007
C -0.107 -0.932 0.440
C 1.156 -1.209 0.747
C 2.106 -1.762 -0.284
C 3.508 -1.281 -0.011
C 4.457 -2.151 0.384
O 5.724 -1.854 0.698
C 6.105 -0.553 0.649
C 7.420 -0.248 1.004
C 7.846 1.061 0.971
C 6.977 2.079 0.585
C 5.682 1.779 0.232
C 5.224 0.458 0.257
C 3.838 0.145 -0.130
O 3.064 1.002 -0.521
H 4.984 2.545 -0.071
H 7.323 3.101 0.565
H 8.863 1.297 1.247
H 8.076 -1.050 1.302
H 4.268 -3.212 0.485
C 1.609 -1.318 -1.662
C 0.126 -1.655 -1.827
O -0.428 -1.263 -3.038
C -0.340 0.124 -3.387
C -0.936 1.050 -2.358
C -2.315 1.104 -2.188
C -2.872 1.912 -1.214
C -2.064 2.679 -0.384
C -0.688 2.631 -0.563
C -0.129 1.836 -1.545
H 0.945 1.822 -1.656
H -0.044 3.213 0.079
C -2.646 3.485 0.748
O -2.784 2.715 1.922
H -1.964 2.203 2.047
H -2.007 4.360 0.944
H -3.652 3.838 0.500
H -3.946 1.952 -1.096
H -2.948 0.498 -2.820
H -0.903 0.177 -4.323
H 0.703 0.397 -3.589
O -0.678 -1.127 -0.780
H -0.004 -2.753 -1.826
H 2.166 -1.806 -2.464
H 1.740 -0.240 -1.731
H 2.105 -2.860 -0.225
H 1.518 -1.024 1.743
C -3.234 -0.497 2.525
C -4.432 -0.189 1.629
H -5.259 0.170 2.245
H -4.146 0.612 0.929
H -2.883 0.415 3.007
H -3.514 -1.235 3.283
H -1.780 -2.703 0.484
H -2.926 -2.967 1.818
H -4.119 -2.838 -0.361
H -3.426 -1.216 -0.636
H -5.877 -0.413 -0.662
H -6.841 -0.796 0.783
H -6.358 -2.091 -0.322

Energy above the lowest of the compared OMol25 structures with the same formula, charge and spin ... 177.46 kJ/mol
Structure (SMILES) ... CN1CCN(C(=O)C2=C[C@H](c3coc4ccccc4c3=O)C[C@H](OCc3ccc(CO)cc3)O2)CC1
Orbital gap ... 8.4104 eV
E_HOMO ... -8.4 eV

Now the natural (NBO) charges, all in e:
1. C -0.403
2. N -0.444
3. C -0.235
4. C -0.217
5. N -0.410
6. C 0.661
7. O -0.654
8. C 0.242
9. C -0.266
10. C -0.250
11. C -0.185
12. C 0.217
13. O -0.441
14. C 0.384
15. C -0.275
16. C -0.170
17. C -0.229
18. C -0.135
19. C -0.227
20. C 0.527
21. O -0.584
22. H 0.240
23. H 0.220
24. H 0.220
25. H 0.229
26. H 0.199
27. C -0.467
28. C 0.405
29. O -0.522
30. C -0.108
31. C 0.036
32. C -0.224
33. C -0.209
34. C -0.053
35. C -0.185
36. C -0.238
37. H 0.228
38. H 0.217
39. C -0.075
40. O -0.745
41. H 0.500
42. H 0.162
43. H 0.177
44. H 0.209
45. H 0.208
46. H 0.202
47. H 0.178
48. O -0.532
49. H 0.160
50. H 0.222
51. H 0.251
52. H 0.211
53. H 0.232
54. C -0.230
55. C -0.234
56. H 0.207
57. H 0.186
58. H 0.249
59. H 0.197
60. H 0.224
61. H 0.201
62. H 0.202
63. H 0.183
64. H 0.162
65. H 0.201
66. H 0.199

No. 3
Below is an isolated ion of composition C28H30N3 and charge +1 in a non-equilibrium geometry, with properties calculated with the ωB97M-V functional and the def2-TZVPD basis.

CARTESIAN COORDINATES (ANGSTROEM)
C 2.810 1.272 -2.480
C 2.467 -0.132 -2.157
N 3.364 -1.079 -2.586
C 2.804 -2.350 -2.344
C 1.460 -2.156 -1.817
C 0.662 -3.310 -1.729
C 1.249 -4.563 -1.988
C 2.612 -4.720 -2.389
C 3.389 -3.576 -2.641
C 1.299 -0.697 -1.655
C 0.095 0.187 -1.431
C -1.196 -0.612 -1.719
C -1.242 -1.445 -2.866
C -2.454 -2.079 -3.265
C -3.637 -1.918 -2.504
C -4.893 -2.739 -2.814
C -3.603 -0.937 -1.489
C -2.398 -0.296 -1.096
H 1.855 1.787 -2.622
H 3.403 1.772 -1.685
H 3.404 1.299 -3.425
H 4.231 -0.821 -3.095
H -0.392 -3.235 -1.452
H 0.631 -5.464 -1.874
H 3.016 -5.724 -2.526
H 4.432 -3.599 -3.060
H 0.165 1.183 -2.032
H -0.353 -1.572 -3.474
H -2.443 -2.713 -4.160
H -5.719 -2.428 -2.162
H -5.217 -2.625 -3.858
H -4.776 -3.818 -2.644
H -4.553 -0.686 -0.977
H -2.400 0.488 -0.334
C -1.594 4.210 3.190
C -1.372 3.937 1.693
C -0.707 2.587 1.452
C 0.025 1.925 2.484
N 0.192 2.537 3.673
C -0.353 3.804 4.019
C 1.006 2.044 4.726
C 1.236 0.517 4.675
C 1.605 0.055 3.259
C 0.726 0.703 2.218
C 0.659 0.163 0.965
N -0.083 0.773 0.025
C -0.705 1.969 0.226
H -1.793 5.273 3.435
H -2.477 3.619 3.502
H -2.391 4.001 1.273
H -0.840 4.810 1.256
H 0.381 4.637 3.896
H -0.607 3.746 5.093
H 2.019 2.509 4.731
H 0.498 2.331 5.662
H 2.010 0.287 5.430
H 0.307 -0.019 4.950
H 2.694 0.199 3.097
H 1.467 -1.041 3.290
H 1.223 -0.742 0.729
H -1.201 2.476 -0.599

Energy above the lowest of the compared OMol25 structures with the same formula, charge and spin ... 36.75 kJ/mol
Total charge ... +1
Structure (SMILES) ... Cc1ccc([C@H](c2c(C)[nH]c3ccccc23)[n+]2cc3c4c(c2)CCCN4CCC3)cc1
Orbital gap ... 7.9348 eV
E_HOMO ... -10.5 eV

Now the natural (NBO) charges, all in e:
1. C -0.655
2. C 0.253
3. N -0.551
4. C 0.214
5. C -0.101
6. C -0.209
7. C -0.223
8. C -0.201
9. C -0.264
10. C -0.213
11. C -0.042
12. C -0.008
13. C -0.205
14. C -0.211
15. C 0.019
16. C -0.642
17. C -0.216
18. C -0.223
19. H 0.220
20. H 0.238
21. H 0.233
22. H 0.428
23. H 0.232
24. H 0.224
25. H 0.228
26. H 0.228
27. H 0.221
28. H 0.229
29. H 0.225
30. H 0.221
31. H 0.231
32. H 0.232
33. H 0.220
34. H 0.204
35. C -0.399
36. C -0.439
37. C -0.083
38. C 0.281
39. N -0.377
40. C -0.207
41. C -0.207
42. C -0.400
43. C -0.436
44. C -0.092
45. C 0.100
46. N -0.326
47. C 0.076
48. H 0.238
49. H 0.211
50. H 0.241
51. H 0.234
52. H 0.200
53. H 0.215
54. H 0.200
55. H 0.214
56. H 0.236
57. H 0.211
58. H 0.231
59. H 0.240
60. H 0.258
61. H 0.239